[1]
DFT (ωB97M-V with the def2-TZVPD basis set) results for C16H16Cl2N4O4S in the gas phase at a distorted geometry.

Results
lowest unoccupied orbital energy: 0.51 eV
E_HOMO: -9.0 eV
multiplicity: 1
SMILES: O=C(COc1cc(Cl)ccc1Cl)Nc1nnc(CC(=O)N2CCOCC2)s1

The geometry in XYZ format:
```
43
C16H16Cl2N4O4S | OMol25 | ωB97M-V with the def2-TZVPD basis set
O 0.88656 1.54527 3.19279
C 0.95309 0.34059 3.13308
C 1.99618 -0.47868 3.88718
O 2.09216 -1.82307 3.46081
C 3.05444 -2.19846 2.56575
C 3.55940 -3.48363 2.76344
C 4.51587 -4.00907 1.91591
Cl 5.11116 -5.59984 2.19371
C 5.00552 -3.26033 0.85560
C 4.50168 -1.99257 0.64756
C 3.52539 -1.45810 1.47871
Cl 2.90850 0.11919 1.07352
N 0.06344 -0.42002 2.43521
C -0.94164 0.13072 1.68963
N -1.78407 -0.56903 1.00497
N -2.67005 0.18134 0.36064
C -2.52234 1.44868 0.53832
C -3.35491 2.48523 -0.11422
C -2.68160 2.93746 -1.42123
O -2.06331 3.98176 -1.46348
N -2.82186 2.13538 -2.49427
C -3.42830 0.82329 -2.56307
C -2.36006 -0.19938 -2.97583
O -1.73927 0.15542 -4.18920
C -1.13681 1.42618 -4.09675
C -2.16951 2.49816 -3.74010
S -1.17653 1.85889 1.59216
H 1.67286 -0.52314 4.93473
H 2.95818 0.03999 3.85245
H 3.17958 -4.05405 3.59556
H 5.75992 -3.66521 0.20151
H 4.85652 -1.40121 -0.18136
H 0.15788 -1.42845 2.42927
H -3.40656 3.36881 0.52278
H -4.35867 2.10651 -0.30248
H -3.84334 0.52065 -1.60572
H -4.21664 0.84745 -3.32513
H -2.81411 -1.17757 -3.13651
H -1.61196 -0.27745 -2.17321
H -0.69209 1.62755 -5.07229
H -0.34637 1.41381 -3.33059
H -1.69324 3.47002 -3.60901
H -2.92511 2.55688 -4.53085
```

Atom charges from the Mulliken analysis, given in e for atoms 1 to 8:
1. O -0.667
2. C 0.596
3. C -0.833
4. O -0.541
5. C 0.186
6. C -0.687
7. C 0.290
8. Cl -0.205

[2]
DFT (ωB97M-V with the def2-TZVPD basis set) results for C16H16Cl2N4S in the gas phase.

Results
lowest unoccupied orbital energy: 0.47 eV
energy above the lowest of the compared OMol25 structures with the same formula, charge and spin: 1.5 kJ/mol
E_HOMO: -8.0 eV
multiplicity: 1
SMILES: S=C(Nc1cc(Cl)cc(Cl)c1)N1CCN(c2ccccn2)CC1

The geometry in XYZ format:
```
39
C16H16Cl2N4S | OMol25 | ωB97M-V with the def2-TZVPD basis set
S -1.14338 2.24286 0.71839
C -0.48012 1.04520 -0.20884
N -1.34943 0.13115 -0.76837
C -1.38837 -0.34631 -2.06676
C -0.54904 0.14428 -3.06887
C -0.64031 -0.37603 -4.34699
Cl 0.40735 0.23499 -5.57260
C -1.55204 -1.36813 -4.66995
C -2.39400 -1.82856 -3.66815
Cl -3.55083 -3.05068 -4.04071
C -2.32500 -1.33409 -2.37977
N 0.84463 0.91166 -0.44605
C 1.78208 1.81842 0.18736
C 2.58481 1.05656 1.27250
N 1.85146 -0.11723 1.68229
C 0.74149 -0.00596 2.49939
C 0.60061 1.02213 3.44253
C -0.51522 1.03003 4.25050
C -1.46553 0.02464 4.12139
C -1.23175 -0.95144 3.17368
N -0.17020 -0.97260 2.38686
C 1.79565 -1.08111 0.60372
C 1.45902 -0.37076 -0.73383
H -2.23077 0.08903 -0.27228
H 0.14883 0.93777 -2.85869
H -1.61211 -1.76312 -5.66985
H -2.98964 -1.70839 -1.61755
H 1.21195 2.63660 0.62925
H 2.45394 2.22157 -0.57704
H 3.54228 0.71289 0.87042
H 2.79301 1.70636 2.11963
H 1.33642 1.80281 3.54069
H -0.64930 1.82028 4.97468
H -2.35370 0.00836 4.73174
H -1.92853 -1.76601 3.01703
H 2.76489 -1.58332 0.52681
H 1.02561 -1.80776 0.86006
H 0.80657 -0.99724 -1.33582
H 2.36866 -0.16884 -1.30678
```

Atom charges from the Mulliken analysis, given in e for atoms 1 to 8:
1. S -0.288
2. C 0.146
3. N -0.007
4. C 0.260
5. C -0.208
6. C 0.128
7. Cl -0.219
8. C -0.712